[1]
# C32H48F2NO8S2V

A structure of composition C32H48F2NO8S2V at a distorted geometry (ωB97M-V/def2-TZVPD, OMol25).

Geometry as XYZ:
```
94
C32H48F2NO8S2V ωB97M-V/def2-TZVPD
V -3.90942 -2.43730 -2.31516
N -2.12382 -1.66160 -1.80786
S -0.52495 -1.90240 -1.89236
O 0.19763 -1.97965 -0.65048
O 0.07693 -1.36447 -3.09626
F -0.61696 -3.50194 -2.26430
S -1.77604 -0.16680 -0.94784
O -0.88207 0.74817 -1.61563
O -1.71626 -0.20317 0.53035
F -3.15564 0.60149 -1.31038
C 4.71550 -1.98933 3.12974
C 5.01004 -0.66341 3.35411
C 4.32845 0.37737 2.79195
C 3.26329 0.04762 1.97036
C 2.87708 -1.25511 1.68092
C 3.56583 -2.25951 2.36475
H 5.44426 -2.72953 3.42539
H 5.91734 -0.52774 3.92403
H 4.63033 1.41096 2.87542
H 2.71504 0.78695 1.40536
H 2.06288 -1.50425 1.01654
H 3.15544 -3.24010 2.17392
C -0.19998 -0.64790 3.37343
C -0.12695 -0.09793 4.63577
C -0.26738 -0.95695 5.75387
C -0.37797 -2.27469 5.57899
C -0.46328 -2.83187 4.31707
C -0.31747 -2.00700 3.22524
H -0.21801 -0.05126 2.47338
H -0.14617 0.96386 4.83235
H -0.13686 -0.45691 6.70220
H -0.49006 -2.94543 6.41801
H -0.75063 -3.87138 4.37407
H -0.24295 -2.46039 2.24786
C 3.21976 -2.22703 -2.68389
C 3.46708 -0.97921 -3.30969
C 4.57346 -0.25524 -3.02110
C 5.46117 -0.63020 -2.00323
C 5.21558 -1.78138 -1.34599
C 4.15888 -2.63315 -1.72793
H 2.36470 -2.81609 -2.98101
H 2.92016 -0.72038 -4.20428
H 4.80875 0.58619 -3.65595
H 6.39710 -0.12707 -1.81016
H 6.02414 -2.18492 -0.75456
H 4.01609 -3.64024 -1.36491
C 2.89597 3.00683 -0.57070
C 3.30510 4.29765 -0.89883
C 2.80625 5.02305 -1.94143
C 1.78022 4.41502 -2.67555
C 1.36540 3.09897 -2.40889
C 1.97787 2.37120 -1.40015
H 3.37350 2.43123 0.20844
H 4.12448 4.71595 -0.33312
H 3.09751 6.02240 -2.22928
H 1.33768 4.95279 -3.50099
H 0.54339 2.60402 -2.90460
H 1.74117 1.32801 -1.25143
C -4.44810 -5.05883 0.77068
C -3.26568 -4.44547 0.07127
O -3.32663 -4.62683 -1.37651
H -4.62747 -6.11559 0.57273
H -5.34158 -4.54337 0.41841
H -4.32373 -4.73111 1.80278
H -2.38676 -4.90875 0.51956
H -3.17712 -3.38275 0.29683
H -3.15245 -5.55667 -1.53977
C -1.01539 2.68383 2.26148
C -0.07527 3.32727 1.26359
O -0.66275 4.38438 0.57269
H -1.85560 2.21107 1.75291
H -1.39063 3.42397 2.96822
H -0.50851 2.06257 2.99986
H -0.01518 2.61454 0.44109
H 0.85431 3.59101 1.76799
H -0.11540 4.44915 -0.21332
C -4.34534 4.23290 1.62101
C -4.40049 3.09217 0.57659
O -5.71816 2.89039 0.23476
H -5.15516 4.07772 2.33389
H -4.35964 5.18455 1.08972
H -3.34767 4.20502 2.05917
H -4.08007 2.15907 1.04001
H -3.80195 3.25606 -0.31951
H -5.92762 3.60321 -0.37320
C -2.66683 -0.76152 -5.43116
C -3.63341 -0.03370 -4.46379
O -4.54953 -0.92262 -3.79758
H -3.12579 -1.32185 -6.24571
H -2.06802 -1.42694 -4.80927
H -1.98509 -0.09270 -5.95653
H -4.08236 0.85084 -4.91559
H -2.96779 0.53927 -3.81822
H -5.44332 -0.71678 -4.08109
```

Values from the calculation:
- DFT total energy (eV) = -104619.0587
- multiplicity = 5
- highest occupied orbital energy (alpha / beta) (Ha) = -0.2595 / -0.3179

[2]
# C32H48N5O2PSV

A structure of composition C32H48N5O2PSV at a distorted geometry (ωB97M-V/def2-TZVPD, OMol25).

Geometry as XYZ:
```
90
C32H48N5O2PSV ωB97M-V/def2-TZVPD
V -0.17610 0.32891 0.26629
N 3.68353 -6.78800 -2.60870
C 3.13118 -5.50317 -2.54549
C 3.65321 -4.55167 -1.67146
C 3.13397 -3.26931 -1.64425
C 2.08149 -2.92722 -2.47701
C 1.56531 -3.86195 -3.35877
C 2.08908 -5.14017 -3.39819
S 1.41452 -1.28538 -2.43001
O 2.52392 -0.39137 -2.23374
O 0.59842 -1.14791 -3.60935
N 0.49541 -1.14999 -1.10121
C -0.49520 -2.00583 -0.78255
N -1.30569 -1.43731 0.15072
C -2.31665 -2.14494 0.61772
C -2.57117 -3.43360 0.16054
C -1.69432 -3.92426 -0.79012
N -0.65609 -3.23795 -1.26645
H 4.14470 -7.07976 -1.76127
H 3.04752 -7.49447 -2.94370
H 4.47634 -4.81735 -1.01821
H 3.54990 -2.52650 -0.97932
H 0.74408 -3.57640 -4.00016
H 1.68780 -5.87036 -4.09159
H -2.92920 -1.66580 1.37435
H -3.40306 -4.01498 0.52873
H -1.82162 -4.92477 -1.19278
C 0.12941 -1.94274 4.80734
C 1.36114 -1.96437 3.89204
C 1.02406 -2.96162 2.77185
C 2.54911 -2.48933 4.70020
P 1.51073 -0.23054 3.10070
N 0.37045 -0.00676 2.10881
C 3.24987 -0.10296 2.33078
C 3.26354 1.08181 1.34681
C 3.45500 -1.35338 1.46760
C 4.44356 0.01895 3.28438
C 1.37877 1.05525 4.50829
C 2.11022 0.78248 5.82364
C 1.87292 2.39308 3.94350
C -0.11800 1.26300 4.79763
H -0.12343 -2.97191 5.08049
H -0.72451 -1.50207 4.29219
H 0.30434 -1.39480 5.73150
H 0.59549 -3.86596 3.21552
H 1.89206 -3.26166 2.18993
H 0.28994 -2.52020 2.09713
H 2.26524 -3.43585 5.17349
H 2.85336 -1.80681 5.49395
H 3.41873 -2.69226 4.07580
H 2.28540 1.21645 0.87437
H 3.98154 0.88374 0.54746
H 3.54380 2.01736 1.82380
H 2.60716 -1.50408 0.79841
H 3.60992 -2.25542 2.05910
H 4.34753 -1.20247 0.85392
H 4.44928 0.96675 3.82123
H 5.36532 -0.01987 2.69439
H 4.48946 -0.78815 4.01526
H 3.18211 0.64066 5.69222
H 1.71407 -0.08862 6.34519
H 1.97364 1.64306 6.48741
H 2.95603 2.43588 3.85313
H 1.57250 3.19412 4.62596
H 1.42825 2.59014 2.96592
H -0.51793 0.52338 5.48782
H -0.68530 1.22496 3.86628
H -0.25837 2.24690 5.25416
C -2.29404 3.68945 -0.60685
C -0.94599 3.53590 0.11884
C -1.10788 4.06328 1.56119
C -0.54457 2.08428 0.15344
C 0.14100 4.38051 -0.54525
C 1.47319 3.97623 -0.49748
C 2.48114 4.75980 -1.03576
C 2.18241 5.97290 -1.63986
C 0.86201 6.38873 -1.69677
C -0.14341 5.60096 -1.15394
H -3.01297 3.00079 -0.15904
H -2.19350 3.43001 -1.66119
H -2.70532 4.70010 -0.52526
H -1.89819 3.50698 2.07045
H -1.36575 5.12683 1.56948
H -0.18362 3.92328 2.12259
H -1.33728 1.50993 0.78189
H 1.69622 3.01760 -0.04816
H 3.50638 4.41156 -0.99352
H 2.96860 6.58269 -2.06836
H 0.60843 7.33006 -2.17054
H -1.16586 5.94906 -1.21469
```

Values from the calculation:
- DFT total energy (eV) = -91320.5963
- multiplicity = 3
- highest occupied orbital energy (alpha / beta) (Ha) = -0.1048 / -0.1212
- total charge = -1